48
Properties=species:S:1:pos:R:3:nbo_charge:R:1 method="wB97M-V/def2-TZVPD" gap_ev=8.3388 e_homo_ha=-0.2964 relative_energy_kcal_mol=4.77 lumo_energy_ev=0.27 max_force_ev_per_a=0.7 total_energy_ev=-55498.962 charge=0
O 1.45 2.17 -4.67 -0.595
C 1.68 1.01 -4.92 0.672
N 1.37 -0.04 -4.10 -0.591
C 0.75 -0.02 -2.85 0.144
C 0.46 -1.24 -2.24 -0.242
C -0.14 -1.27 -1.00 -0.182
C -0.49 -0.10 -0.32 0.070
C -0.20 1.11 -0.96 0.060
C 0.42 1.16 -2.19 -0.291
H 0.63 2.11 -2.66 0.270
Cl -0.65 2.61 -0.24 0.004
N -1.14 -0.09 0.92 -0.454
C -2.00 -1.21 1.28 -0.224
H -2.21 -1.81 0.39 0.219
C -1.40 -2.06 2.39 -0.235
N -1.29 -1.25 3.59 -0.428
C -1.42 -1.88 4.78 0.646
O -1.49 -3.10 4.85 -0.624
C -1.47 -1.09 6.02 -0.318
C -1.14 -1.60 7.25 -0.192
C -1.38 -0.72 8.31 -0.261
C -1.91 0.46 7.90 -0.396
S -2.12 0.52 6.20 0.443
H -2.20 1.31 8.48 0.238
H -1.17 -0.95 9.34 0.228
H -0.74 -2.59 7.36 0.244
C -1.06 0.16 3.37 -0.233
H -2.01 0.71 3.35 0.197
C -0.33 0.38 2.05 -0.221
H 0.63 -0.15 2.08 0.178
H -0.13 1.44 1.92 0.225
H -0.45 0.56 4.17 0.229
H -2.03 -2.92 2.62 0.245
H -0.41 -2.44 2.09 0.191
H -2.95 -0.80 1.63 0.198
H -0.33 -2.23 -0.54 0.210
H 0.71 -2.16 -2.73 0.207
H 1.57 -0.97 -4.46 0.402
C 2.35 0.60 -6.19 -0.190
C 2.15 1.38 -7.33 -0.125
C 2.76 1.02 -8.51 -0.253
C 3.57 -0.11 -8.51 0.050
N 3.79 -0.84 -7.43 -0.413
C 3.21 -0.50 -6.30 0.046
H 3.47 -1.11 -5.45 0.190
H 4.06 -0.45 -9.41 0.197
H 2.62 1.60 -9.41 0.225
H 1.51 2.25 -7.26 0.240